# 1
{"formula": "C4H4IN", "method": "ωB97M-V/def2-TZVPD", "elements": ["C", "C", "C", "C", "N", "I", "H", "H", "H", "H"], "xyz": [[1.64108, 1.81026, 0.03904], [-0.41058, 0.14677, -0.07386], [0.93746, 0.35998, -0.04942], [-1.29267, -1.01521, -0.01116], [2.12348, 2.82028, 0.16912], [2.20602, -1.27014, 0.33798], [-0.91148, 1.03076, -0.46090], [-0.53098, -1.81304, -0.05534], [-1.78561, -1.00103, 0.93002], [-1.97671, -1.06861, -0.82548]], "atomic_forces_ev_per_a": [[-3.94, -7.79, -0.02], [-6.60, 2.13, -1.02], [9.01, 3.11, 0.57], [2.92, -0.65, 0.25], [1.59, 3.26, 0.15], [-0.46, 1.04, -0.31], [-0.07, 0.13, -0.13], [-1.07, -0.70, 0.18], [-0.80, -0.50, 0.91], [-0.57, -0.02, -0.58]], "nbo_charge": [0.2270, -0.2173, -0.1931, -0.6571, -0.3187, 0.2837, 0.1937, 0.2158, 0.2348, 0.2311], "charge": 0, "e_tot_ev": -13797.811, "fmax_ha_per_bohr": 0.186, "e_above_lowest_ev": 1.236, "homo_energy_ev": [-6.338, -10.538], "spin_multiplicity": 3}



# 2
{"formula": "C4H4IN3", "method": "ωB97M-V/def2-TZVPD", "elements": ["C", "C", "C", "C", "N", "N", "N", "I", "H", "H", "H", "H"], "xyz": [[0.01114, 0.66709, -1.66024], [1.19484, 1.05084, -1.08449], [-0.67717, 0.02219, -0.62060], [1.11098, -0.32740, 2.82942], [1.15724, 0.63823, 0.19765], [1.13410, -0.67273, 3.93758], [0.02301, 0.00869, 0.49799], [2.74169, 1.11034, 1.40161], [-0.29544, 0.82955, -2.67255], [2.04995, 1.57251, -1.46817], [-1.65115, -0.42275, -0.65100], [1.18785, -0.95049, 4.88975]], "atomic_forces_ev_per_a": [[0.06, 0.00, 0.01], [-0.10, 0.04, -0.25], [0.10, 0.15, -0.35], [-0.73, -0.76, 0.67], [0.04, 0.00, -0.06], [-0.02, -0.16, 0.51], [0.08, 0.10, 0.21], [0.81, 0.72, -0.68], [-0.09, 0.02, -0.21], [0.09, 0.08, -0.08], [-0.22, -0.15, 0.09], [-0.01, -0.04, 0.14]], "nbo_charge": [-0.3478, -0.0641, -0.0525, 0.2691, -0.3212, -0.7339, -0.2640, 0.4156, 0.2270, 0.2238, 0.2062, 0.4419], "charge": 0, "e_tot_ev": -16779.963, "fmax_ha_per_bohr": 0.025, "e_above_lowest_ev": 1.664, "homo_energy_ev": -8.499, "spin_multiplicity": 1}



# 3
{"formula": "C4H4LiO2Yb", "method": "ωB97M-V/def2-TZVPD", "elements": ["H", "C", "C", "C", "C", "O", "O", "H", "H", "H", "Yb", "Li"], "xyz": [[1.31365, 3.38837, -0.74471], [-1.05617, 0.32558, 0.64658], [-1.91005, 1.25326, -0.18919], [-0.47193, 1.56246, -0.01954], [0.68724, 1.98624, -0.43017], [1.86859, 1.47635, -0.46078], [-0.68911, -0.90489, 0.21230], [-1.18784, 0.43298, 1.73230], [-2.63987, 1.87472, 0.33670], [-2.22072, 0.89491, -1.17491], [1.27679, -1.39069, -0.35764], [3.36411, 2.56423, -0.76130]], "atomic_forces_ev_per_a": [[-3.50, -2.29, 0.67], [-0.83, -0.93, 1.10], [0.60, -0.02, -0.25], [-2.66, -0.31, -0.31], [5.93, 4.79, -1.21], [-0.37, -2.86, 0.12], [0.59, 1.19, -0.10], [-0.01, -0.02, -0.37], [0.24, -0.20, 0.11], [0.12, 0.32, 0.17], [-0.06, 0.28, 0.02], [-0.05, 0.05, 0.04]], "nbo_charge": [0.0888, 0.1458, -0.4045, -0.0564, 0.3858, -0.8884, -0.9216, 0.2289, 0.3057, 0.2721, 1.8597, 0.9841], "charge": 2, "e_tot_ev": -40021.790, "fmax_ha_per_bohr": 0.150, "e_above_lowest_ev": 0.000, "homo_energy_ev": [-16.632, -16.839], "spin_multiplicity": 2}



# 4
{"formula": "C4H4LiO5Sc", "method": "ωB97M-V/def2-TZVPD", "elements": ["O", "C", "C", "O", "O", "C", "H", "H", "H", "H", "O", "C", "O", "Li", "Sc"], "xyz": [[0.46340, 0.02792, -0.57349], [0.99374, 1.04340, -1.18821], [0.39240, 0.20638, 1.00603], [0.60792, 1.43074, -2.28920], [1.80116, 1.63067, -0.29476], [1.74919, 0.95947, 0.95348], [-0.68054, 0.33816, 1.16236], [0.34421, 0.25959, 2.10245], [2.56818, 0.25486, 1.09985], [1.77403, 1.70693, 1.74668], [-2.02044, -2.25972, 1.02108], [-1.78394, -1.51116, 0.17341], [-2.30464, -1.14860, -0.99477], [-1.01406, 0.51880, -2.87740], [-2.89060, -3.45745, -1.04752]], "atomic_forces_ev_per_a": [[-2.02, -4.60, -0.47], [-0.04, 0.73, 2.90], [1.56, 3.36, -1.26], [0.64, -0.54, 0.57], [0.87, 1.36, -2.00], [-2.39, 1.72, 0.44], [-0.64, 2.53, -1.73], [1.48, -4.62, 1.60], [-0.20, -0.22, -0.29], [0.40, 0.19, -0.07], [-1.67, -3.74, 2.05], [1.07, 5.33, -4.52], [0.52, -2.52, 1.93], [0.32, 0.01, 0.52], [0.11, 1.01, 0.32]], "nbo_charge": [-0.5296, 1.0120, -0.2302, -0.7335, -0.4686, -0.1128, 0.2303, 0.3016, 0.2250, 0.2248, -0.5941, 0.6770, -0.8502, 0.9768, 0.8716], "charge": 1, "e_tot_ev": -35342.152, "fmax_ha_per_bohr": 0.137, "e_above_lowest_ev": 8.699, "homo_energy_ev": [-11.055, -9.616], "spin_multiplicity": 2}



# 5
{"formula": "C4H4LiO5Tb", "method": "ωB97M-V/def2-TZVPD", "elements": ["O", "O", "C", "C", "O", "C", "H", "H", "H", "H", "O", "O", "C", "Tb", "Li"], "xyz": [[-0.82147, 1.49550, -0.31972], [-0.52526, -0.41997, 0.69827], [1.57876, -2.17616, -0.42931], [3.00529, -1.75758, -0.22802], [3.08510, -0.35613, -0.14723], [-1.31138, 0.43176, 0.15852], [1.11651, -2.83528, 0.31103], [1.08535, -1.89553, -1.36676], [3.61844, -2.12466, -1.07315], [3.40556, -2.22410, 0.69140], [-3.19634, -1.06025, 0.14630], [-3.59714, 1.09132, -0.15105], [-2.81131, 0.13011, 0.03754], [1.42960, 0.89331, 0.13106], [-5.01706, -0.28768, -0.03134]], "atomic_forces_ev_per_a": [[0.99, 0.31, -0.10], [0.58, 1.12, -0.17], [0.29, 0.16, 0.21], [0.03, -1.40, -0.14], [-1.93, 2.39, 0.46], [0.74, -0.74, 0.14], [-0.13, 0.31, -0.58], [-0.01, -0.33, 0.38], [-0.08, 0.28, 0.27], [-0.08, 0.35, -0.37], [0.44, 0.33, 0.00], [0.49, -0.13, 0.09], [-1.48, -0.21, 0.02], [-0.39, -2.54, -0.20], [0.54, 0.10, -0.02]], "mulliken_spin": [0.0558, 0.0305, -0.8884, 0.0644, 0.0181, -0.0620, -0.0228, -0.0071, -0.0440, 0.0039, -0.0009, -0.0010, -0.0312, 7.8852, -0.0007], "charge": 1, "e_tot_ev": -37084.035, "fmax_ha_per_bohr": 0.060, "homo_energy_ev": [-13.203, -12.392], "spin_multiplicity": 8}



# 6
{"formula": "C4H4LuO3", "method": "ωB97M-V/def2-TZVPD", "elements": ["O", "C", "O", "O", "Lu", "C", "C", "C", "H", "H", "H", "H"], "xyz": [[0.69983, 0.44063, 0.26175], [1.12638, -0.38072, 1.36008], [1.81975, 0.39319, 2.09705], [0.67889, -1.48250, 1.51751], [2.21080, 2.07417, 0.91298], [-0.42546, 0.05724, -0.52800], [-0.11933, -0.55606, -1.72362], [-1.66744, 0.33522, 0.01019], [-0.89751, -1.09813, -2.25853], [0.91564, -0.64586, -2.05104], [-2.14255, 1.29998, -0.16165], [-2.19901, -0.43715, 0.56328]], "atomic_forces_ev_per_a": [[2.23, 2.62, -0.03], [-3.78, -4.33, 0.24], [2.88, 3.25, 0.18], [1.49, 2.46, -0.51], [-1.81, -3.13, 0.96], [2.11, -2.53, -4.91], [-0.42, 0.74, 2.75], [-2.46, 0.45, 1.37], [0.11, 0.56, -0.17], [-0.25, -0.12, 0.06], [-0.02, -0.20, 0.13], [-0.08, 0.23, -0.07]], "nbo_charge": [-0.7319, 0.9474, -0.8540, -0.4245, 2.5480, 0.1195, -0.2973, -0.2526, 0.2664, 0.2197, 0.2168, 0.2425], "charge": 2, "e_tot_ev": -43952.838, "fmax_ha_per_bohr": 0.115, "homo_energy_ev": [-16.449, -17.244], "spin_multiplicity": 2}



# 7
{"formula": "C4H4MgNaO5", "method": "ωB97M-V/def2-TZVPD", "elements": ["O", "C", "O", "O", "C", "C", "H", "H", "H", "H", "O", "O", "C", "Na", "Mg"], "xyz": [[-0.06049, -1.22762, 2.84932], [-0.04976, -0.45634, 1.84837], [0.49612, 0.67354, 1.85969], [-0.57750, -0.98975, 0.74417], [-1.36761, -0.21594, -0.19162], [-0.67081, 0.30126, -1.43959], [-1.82134, 0.63395, 0.33669], [-2.21597, -0.87113, -0.42809], [-0.32793, 0.75595, -2.38360], [-1.61972, 0.60629, -1.93000], [0.80008, -1.07620, -2.11773], [2.28242, 0.42691, -1.42667], [1.96006, -0.59535, -2.02818], [1.70888, 0.33665, 4.38708], [1.46355, 1.69778, -0.07984]], "atomic_forces_ev_per_a": [[0.61, 1.95, -1.07], [-0.50, -3.98, 2.39], [1.80, 3.37, -1.51], [-0.62, 0.42, -1.02], [1.28, -0.20, 0.74], [-2.57, 2.18, -0.35], [0.17, 0.00, -0.06], [0.50, -0.01, -0.32], [2.03, -0.13, 1.15], [-1.03, -0.49, 0.11], [3.46, -0.41, -0.60], [1.54, 2.94, 1.88], [-4.62, -2.27, -0.43], [-0.76, -0.55, -0.58], [-1.30, -2.81, -0.34]], "nbo_charge": [-0.7247, 0.9720, -0.9614, -0.5126, -0.1138, -0.5746, 0.2120, 0.2367, 0.3227, 0.2284, -0.5742, -0.9462, 0.7651, 0.9834, 1.6871], "charge": 1, "e_tot_ev": -24300.741, "fmax_ha_per_bohr": 0.101, "e_above_lowest_ev": 4.698, "homo_energy_ev": [-10.659, -10.994], "spin_multiplicity": 1}



# 8
{"formula": "C4H4MgO", "method": "ωB97M-V/def2-TZVPD", "elements": ["H", "C", "C", "C", "H", "H", "C", "O", "Mg", "H"], "xyz": [[-1.04967, 2.48988, 0.73678], [-0.53593, 1.62082, 0.30700], [-1.19061, 0.50759, 0.18328], [-1.55685, -0.76620, -0.01739], [-1.97397, -1.07913, -0.97932], [-1.67920, -1.44788, 0.82986], [1.92015, -0.62378, -0.58018], [2.22166, -0.55516, 0.64289], [1.68092, 1.47649, -0.07743], [2.16351, -1.62264, -1.04551]], "atomic_forces_ev_per_a": [[0.00, -0.13, -0.35], [-0.21, -0.01, 0.49], [0.88, -0.62, -0.27], [-0.70, 0.68, 0.15], [0.13, 0.08, 0.30], [0.28, 0.15, -0.31], [0.72, 0.49, 0.46], [-0.23, -0.01, -0.70], [-0.64, -0.53, 0.05], [-0.23, -0.11, 0.19]], "nbo_charge": [0.1916, -0.8742, 0.0392, -0.6574, 0.1924, 0.1960, -0.1819, -0.7592, 0.8050, 0.0483], "charge": -1, "e_tot_ev": -11701.911, "fmax_ha_per_bohr": 0.022, "homo_energy_ev": [-1.181, -3.557], "spin_multiplicity": 2}